156
Properties=species:S:1:pos:R:3:mulliken_charge:R:1 method="wB97M-V/def2-TZVPD" homo_energy_ev=-19.86 mol_weight_da=1109.83 relative_energy_kcal_mol=0.0 orbital_gap_ev=4.3 max_force_ev_per_a=1.8 total_charge=+8
C -0.93444 0.06826 0.47378 -0.42
O -1.47049 1.41301 0.62570 0.04
O -0.63243 -0.18191 -0.78979 -0.78
C 0.24865 -0.07804 1.54990 0.80
F 1.18636 0.90765 1.46839 -0.31
F -0.24246 0.07657 2.79997 -0.22
F 0.95850 -1.26011 1.59050 -0.19
C -2.27032 1.62386 1.81430 0.52
C -1.97151 3.02310 2.34672 -1.18
H -2.21211 3.72410 1.54054 0.12
H -2.68979 3.20015 3.14731 0.43
H -0.93865 3.18423 2.65568 0.27
H -2.15936 0.86285 2.57112 0.15
H -3.34529 1.65955 1.60347 -0.16
H -1.68779 -0.67182 0.80162 0.14
C 7.03862 11.58283 -1.76122 -0.90
N 6.01743 10.51455 -1.61151 -0.04
C 5.45823 10.34630 -0.39999 -0.40
C 4.49364 9.38158 -0.18378 -0.70
C 4.13068 8.52044 -1.21559 0.89
C 4.69252 8.75819 -2.46419 -0.75
C 5.63848 9.74796 -2.65027 -0.16
C 3.21049 7.37907 -0.92121 0.92
C 3.24053 6.68187 0.27846 -0.77
C 2.25362 5.74496 0.53401 -0.05
N 1.33139 5.39276 -0.36983 0.23
C 1.30889 6.02567 -1.57590 -0.31
C 2.23321 7.00156 -1.85828 -0.83
C 0.39209 4.23984 -0.11028 -1.10
H 7.88690 11.38324 -1.11321 0.38
H 6.53749 12.53821 -1.61772 0.41
H 7.41357 11.60184 -2.78334 0.33
H 5.79625 11.06825 0.33257 0.52
H 3.95763 9.37249 0.75606 0.54
H 4.37038 8.25017 -3.36447 0.34
H 5.91015 10.03761 -3.65628 0.40
H 3.93654 6.82080 1.09513 0.55
H 2.15892 5.25805 1.49640 0.48
H 0.45630 5.74162 -2.17423 0.51
H 2.21104 7.46750 -2.83421 0.42
H 0.93976 3.32982 -0.32660 0.32
H -0.51973 4.44202 -0.66053 0.39
H 0.14698 4.31056 0.94625 0.25
C 4.75524 -8.63650 2.58657 -0.82
N 3.90728 -7.49937 3.05743 -0.01
C 2.63900 -7.40526 2.61099 -0.47
C 1.84369 -6.35468 2.98412 -0.54
C 2.30282 -5.35836 3.84648 0.62
C 3.60214 -5.51350 4.32809 -0.79
C 4.38384 -6.57725 3.90156 -0.19
C 1.51755 -4.15308 4.22987 0.94
C 2.06458 -2.86678 4.31916 -0.70
C 1.33682 -1.86680 4.93339 -0.27
N 0.07461 -2.07260 5.33524 0.08
C -0.51370 -3.26232 5.12501 -0.45
C 0.19998 -4.33779 4.65595 -0.69
C -0.75768 -0.94528 5.77853 -1.04
H 4.83187 -8.56494 1.50366 0.38
H 4.21473 -9.55824 2.79598 0.38
H 5.70868 -8.60746 3.09994 0.28
H 2.25884 -8.20298 1.98817 0.47
H 0.83406 -6.35217 2.59324 0.49
H 4.06065 -4.76339 4.95758 0.60
H 5.42879 -6.68030 4.15879 0.44
H 3.09807 -2.65993 4.08129 0.59
H 1.73137 -0.87897 5.12067 0.44
H -1.56045 -3.29113 5.39948 0.54
H -0.35387 -5.25062 4.48570 0.49
H -1.57770 -0.83705 5.07559 0.46
H -0.18563 -0.01793 5.75760 0.32
H -1.00594 -1.02239 6.83658 0.39
C 9.97307 -3.09123 1.36028 -0.78
N 8.59067 -2.62068 1.09622 -0.01
C 8.33390 -1.30613 1.16821 -0.34
C 7.13204 -0.75710 0.78338 -0.67
C 6.09094 -1.60022 0.36587 0.79
C 6.35773 -2.96589 0.42579 -0.76
C 7.61028 -3.46527 0.74369 -0.42
C 4.83503 -1.06127 -0.21044 1.08
C 4.92500 0.07519 -1.02053 -0.89
C 3.83500 0.59592 -1.65065 -0.43
N 2.63851 -0.02896 -1.57195 0.34
C 2.51219 -1.13893 -0.84981 -0.52
C 3.57003 -1.64756 -0.09079 -0.58
C 1.57463 0.37829 -2.52583 -1.19
H 10.52627 -2.77881 0.46652 0.43
H 10.08451 -4.17062 1.33678 0.30
H 10.42104 -2.56661 2.19767 0.32
H 9.18690 -0.70267 1.45342 0.45
H 7.01927 0.31210 0.89398 0.52
H 5.69064 -3.71171 0.00889 0.51
H 7.78299 -4.52747 0.82705 0.43
H 5.85737 0.62426 -1.02766 0.52
H 3.91479 1.41810 -2.34642 0.51
H 1.51646 -1.56630 -0.79022 0.61
H 3.48420 -2.64989 0.30676 0.48
H 0.84732 -0.42206 -2.61072 0.36
H 2.02907 0.62612 -3.47986 0.49
H 1.04623 1.20846 -2.06268 0.32
C -8.05905 3.57183 3.04500 -0.85
N -7.36371 3.46017 1.74239 0.07
C -7.97554 2.86715 0.70836 -0.62
C -7.34265 2.68322 -0.48993 -0.62
C -6.04309 3.16501 -0.64381 1.19
C -5.44706 3.85107 0.41632 -0.52
C -6.11258 3.91145 1.62390 -0.57
C -5.28270 3.04137 -1.90944 0.59
C -5.95344 3.01237 -3.13988 -0.77
C -5.22147 2.77019 -4.27936 -0.48
N -3.91362 2.48455 -4.26782 0.24
C -3.24219 2.50645 -3.09662 -0.44
C -3.90458 2.76996 -1.92000 -0.38
C -3.19415 2.27288 -5.54358 -0.87
H -9.11509 3.42657 2.85025 0.30
H -7.95215 4.58313 3.44244 0.42
H -7.57058 2.94636 3.78859 0.34
H -8.99069 2.54968 0.90063 0.40
H -7.81377 2.20536 -1.33613 0.53
H -4.47169 4.27928 0.24386 0.67
H -5.64807 4.27284 2.53039 0.50
H -7.02504 3.12996 -3.21324 0.62
H -5.72173 2.64014 -5.23174 0.40
H -2.16985 2.38793 -3.14321 0.65
H -3.29883 2.65836 -1.02694 0.06
H -2.72357 3.21581 -5.82385 0.37
H -3.88164 1.98699 -6.33186 0.31
H -2.39802 1.55577 -5.36576 0.35
C -4.51805 -10.47081 -2.96576 -0.91
N -4.71466 -8.98733 -2.84328 0.01
C -4.59428 -8.22827 -3.94469 -0.35
C -4.58145 -6.85673 -3.80823 -0.74
C -4.68187 -6.22770 -2.55597 1.22
C -4.89560 -7.07983 -1.47439 -0.57
C -4.88263 -8.45536 -1.62828 -0.44
C -4.67315 -4.73280 -2.43763 1.43
C -4.55320 -3.90645 -3.54905 -0.81
C -4.70347 -2.54441 -3.45033 -0.32
N -4.85425 -1.98709 -2.23869 0.30
C -4.86769 -2.73320 -1.11472 -0.25
C -4.86135 -4.11470 -1.19480 -0.86
C -5.06966 -0.52990 -2.17181 -1.11
H -4.06308 -10.66281 -3.93126 0.35
H -5.48786 -10.93820 -2.81584 0.35
H -3.80903 -10.80644 -2.21277 0.39
H -4.60041 -8.77155 -4.87892 0.47
H -4.41627 -6.22952 -4.66922 0.34
H -4.89425 -6.77586 -0.43617 0.29
H -4.85170 -9.13444 -0.78852 0.44
H -4.32971 -4.32877 -4.51656 0.41
H -4.70792 -1.91438 -4.32595 0.44
H -5.15644 -2.16399 -0.23388 0.46
H -4.91513 -4.71312 -0.29970 0.34
H -4.10974 -0.02005 -2.06715 0.42
H -5.67211 -0.19962 -1.32922 0.24
H -5.53174 -0.19379 -3.09756 0.34
Cl -5.87339 0.08801 1.72231 -0.72